# 1
Molecular formula: C7H12
Method: DFT, ωB97M-V/def2-TZVPD

Atoms and positions in Å:
C 1.321592 -1.065366 -0.994641
C -2.517347 1.467115 1.146006
C -0.566255 0.098032 0.251834
C 2.368495 -0.718471 0.025397
C 1.570549 -1.983362 0.164643
C -1.302514 1.372694 0.227068
C 0.066944 -0.215058 -1.040822
H 1.681926 -1.394295 -1.967431
H -2.282176 1.046127 2.127518
H 0.184607 0.633043 -1.741592
H 2.070930 -2.928079 -0.026888
H 2.129976 0.093023 0.710780
H -2.849270 2.503280 1.267827
H 3.416198 -0.782868 -0.253889
H 0.809254 -2.000945 0.938521
H -0.779612 -0.813484 -1.450601
H -0.473841 1.979400 0.657840
H -1.497911 1.814057 -0.768275
H -3.351546 0.895158 0.726705

Force components x, y, z for each atom (eV/Å):
-0.04 -0.02 -0.14
-0.04 0.02 0.07
-0.05 0.27 -0.35
0.15 0.13 0.05
-0.05 -0.17 0.08
-0.04 -0.13 -0.03
0.08 0.05 0.17
-0.05 0.06 0.16
-0.03 0.07 -0.13
-0.02 -0.07 0.14
-0.07 0.16 0.00
0.03 -0.15 -0.09
0.05 -0.14 -0.02
-0.17 -0.02 0.04
0.13 0.00 -0.13
0.02 0.04 0.07
-0.03 -0.05 -0.05
0.03 -0.13 0.09
0.12 0.08 0.07

Summary:
- Electronic energy: -7449.4078 eV
- Multiplicity: 1
- E_HOMO: -8.3 eV
- ΔE to the lowest compared entry with this formula, charge and spin: 388.2 kJ/mol
- LUMO level: 0.46 eV
- Charge: 0


# 2
Molecular formula: C2H4ClI2
Method: DFT, ωB97M-V/def2-TZVPD

Atoms and positions in Å:
I -0.145379 -1.375278 2.910415
I 1.346037 0.839477 0.595434
Cl 1.071768 -2.897872 -0.471216
C 2.613564 -1.684200 1.694975
C 1.243244 -1.175969 1.298381
H 0.797426 -1.750742 0.461269
H 3.030278 -1.093798 2.528272
H 2.546815 -2.739117 2.010098
H 3.302856 -1.616392 0.836550

Force components x, y, z for each atom (eV/Å):
-0.19 0.04 0.48
0.12 0.50 0.00
0.10 -4.17 -3.96
0.38 0.18 0.41
0.55 1.85 2.14
-0.42 1.42 1.10
-0.09 -0.18 -0.23
-0.07 0.41 -0.21
-0.38 -0.05 0.27

Summary:
- Electronic energy: -30863.5956 eV
- Multiplicity: 1
- E_HOMO: -3.6 eV
- ΔE to the lowest compared entry with this formula, charge and spin: 149.7 kJ/mol
- LUMO level: 2.96 eV
- Charge: -1


# 3
Molecular formula: C16H11MnN3O7S2
Method: DFT, ωB97M-V/def2-TZVPD

Atoms and positions in Å:
Mn 0.377605 -1.660673 0.203683
S 0.088255 -4.119083 0.361306
S 1.209369 -3.326187 1.844495
O -0.150540 -5.544695 0.415187
O -1.502828 0.948612 3.004126
O -1.087803 -0.401094 1.236247
O 2.438804 -1.125272 -0.661557
O -1.152607 -3.268290 0.405109
O 0.774824 -3.632511 -0.884038
O 4.550384 -0.556306 -0.071704
N -0.636512 -0.751646 -1.548767
N 1.425456 -0.117055 1.429915
N 1.079688 1.451390 -1.326167
C -2.484747 0.763210 -1.940291
C 2.751815 1.276472 3.348542
C -1.364474 -1.747570 -1.977871
C -2.698472 -1.580859 -2.432969
C -3.255882 -0.352655 -2.351483
C 3.463760 0.672410 2.316197
C -0.267216 1.636072 -1.352409
C 0.728475 0.478399 2.379832
C 1.363778 1.198819 3.380319
C -0.776077 0.328714 2.213462
C -3.030057 2.070348 -1.852332
C 2.743024 -0.021143 1.356468
C -0.838490 2.886076 -1.251243
C 3.328786 -0.651641 0.101464
C -2.213595 3.094083 -1.475545
C -1.141657 0.520817 -1.607514
H -0.911345 -2.728471 -1.904897
H 1.594771 2.127237 -0.784750
H -3.261646 -2.449921 -2.744599
H 1.462213 0.506595 -1.231048
H 0.760012 1.671568 4.142509
H -4.079657 2.228678 -2.068391
H -2.615871 4.096130 -1.376319
H -0.193998 3.731935 -1.036372
H 3.282119 1.818566 4.124785
H -4.299291 -0.196274 -2.609048
H 4.539626 0.725215 2.225667

Force components x, y, z for each atom (eV/Å):
-0.44 0.37 0.67
-0.05 0.55 -0.44
-0.13 -0.08 0.03
0.01 0.00 0.02
0.00 -0.12 -0.17
-0.03 -0.39 -0.34
0.25 0.05 -0.25
0.25 -0.02 0.06
0.12 -0.31 0.27
0.00 -0.07 0.00
0.15 0.23 0.15
0.02 -0.26 -0.38
0.54 -0.15 0.23
-0.13 -0.02 0.01
0.02 0.01 0.03
-0.37 -0.06 -0.26
0.39 -0.33 0.15
-0.29 0.35 -0.06
-0.16 0.03 0.05
-0.44 -0.39 -0.12
0.15 0.07 0.11
0.09 0.00 -0.01
0.03 0.19 0.32
0.08 -0.21 -0.03
0.01 0.10 0.23
-0.16 0.21 0.00
-0.02 0.07 -0.21
0.19 0.13 0.04
0.15 -0.01 -0.03
-0.05 0.02 -0.08
0.02 0.02 -0.06
0.00 0.00 -0.02
-0.25 -0.02 0.04
0.02 0.02 0.01
0.00 -0.02 0.00
0.03 0.01 0.01
-0.03 0.01 0.02
-0.01 0.01 0.00
0.01 0.02 0.01
0.00 0.01 0.02

Summary:
- Electronic energy: -88567.8575 eV
- Multiplicity: 2
- E_HOMO (alpha / beta): -1.7 / -1.5 eV
- LUMO level (alpha / beta): 4.81 / 4.81 eV
- Charge: -2